# 1
A cluster of 10 separate species, C31H39BrCl18F17NO2P in total in a non-equilibrium geometry. Source: the Open Molecules 2025 dataset; level of theory: ωB97M-V/def2-TZVPD.

```
110
Properties=species:S:1:pos:R:3:lowdin_charge:R:1
C -3.233 -0.679 -8.247 -0.098
C -2.143 0.044 -7.335 -0.212
C -1.745 -1.009 -6.250 -0.292
O -1.097 -0.432 -5.070 -0.273
P 0.509 -0.698 -4.985 0.668
Br 1.486 -0.837 -7.005 0.554
C 1.004 -2.205 -4.039 -0.250
C 0.008 -3.407 -4.197 -0.105
C -0.622 -3.819 -2.801 -0.462
O 0.114 -3.872 -1.862 0.114
N -1.995 -4.138 -2.804 0.113
C -2.768 -3.442 -1.795 -0.214
C -4.159 -3.858 -1.655 -0.026
C -5.063 -3.305 -0.694 -0.081
C -4.536 -2.271 0.194 -0.219
C -3.182 -1.818 0.059 -0.151
C -2.301 -2.395 -0.933 -0.045
C 1.240 0.829 -4.205 -0.230
C 1.139 0.782 -2.614 -0.090
C 2.539 1.087 -2.027 -0.393
F 3.067 2.274 -2.435 0.136
F 3.392 0.105 -2.540 0.078
C 2.619 0.890 -0.447 -0.298
F 3.887 1.248 -0.092 0.149
F 2.552 -0.472 -0.264 0.118
C 1.502 1.661 0.339 -0.281
F 1.245 2.812 -0.387 0.126
F 0.327 0.965 0.312 0.069
C 1.888 2.143 1.782 -0.290
F 2.902 3.059 1.780 0.104
F 0.797 2.832 2.253 0.109
C 2.281 0.981 2.780 -0.265
F 1.698 -0.205 2.425 -0.085
F 3.636 0.749 2.685 0.137
C 2.010 1.365 4.277 -0.281
F 0.675 1.297 4.592 0.141
F 2.369 2.662 4.550 0.135
C 2.756 0.470 5.340 -0.287
F 2.227 0.828 6.561 0.135
F 4.082 0.767 5.438 0.159
C 2.520 -1.081 5.207 -0.489
F 1.243 -1.432 4.985 0.076
F 2.853 -1.627 6.413 0.163
F 3.392 -1.594 4.314 0.106
H -3.294 -0.230 -9.263 0.083
H -4.243 -0.681 -7.774 0.084
H -2.927 -1.759 -8.311 0.078
H -2.666 0.914 -6.878 0.121
H -1.303 0.319 -8.008 0.093
H -1.187 -1.867 -6.702 0.089
H -2.710 -1.452 -5.885 0.139
H 1.982 -2.536 -4.481 0.109
H 1.206 -2.027 -2.955 0.098
H 0.542 -4.321 -4.566 0.139
H -0.821 -3.209 -4.913 0.085
H -2.421 -4.057 -3.723 0.127
H -4.543 -4.656 -2.333 0.110
H -6.115 -3.661 -0.630 0.015
H -5.221 -1.835 0.990 -0.024
H -2.780 -1.015 0.743 -0.018
H -1.255 -2.028 -1.024 0.081
H 0.612 1.682 -4.578 0.117
H 2.271 1.034 -4.571 0.104
H 0.425 1.604 -2.349 0.138
H 0.682 -0.154 -2.228 0.113
C 5.720 5.117 1.773 -1.033
Cl 5.927 6.660 0.937 0.514
Cl 7.084 4.032 1.477 0.513
H 5.645 5.304 2.840 0.030
H 4.811 4.645 1.415 -0.003
C -5.193 -2.315 4.331 -0.951
Cl -5.201 -2.728 2.603 0.676
Cl -3.569 -2.462 5.016 0.523
H -5.533 -1.290 4.448 0.033
H -5.860 -2.988 4.862 0.030
C 2.814 5.258 7.196 -1.026
Cl 4.247 5.846 8.043 0.518
Cl 1.734 6.588 6.755 0.521
H 3.125 4.744 6.292 0.010
H 2.278 4.572 7.845 0.028
C -9.136 -4.363 0.370 -1.000
Cl -9.023 -2.864 -0.560 0.516
Cl -7.760 -5.425 0.047 0.526
H -9.151 -4.121 1.428 0.028
H -10.051 -4.881 0.095 0.016
C 1.763 7.452 3.001 -1.011
Cl 2.905 8.356 2.003 0.509
Cl 1.680 5.756 2.500 0.546
H 2.086 7.496 4.037 -0.018
H 0.777 7.898 2.902 0.031
C 5.820 -2.401 2.409 -1.039
Cl 5.891 -2.886 0.709 0.504
Cl 6.278 -3.729 3.481 0.522
H 6.502 -1.571 2.566 0.031
H 4.806 -2.095 2.642 -0.015
C -9.171 -8.096 -2.305 -1.029
Cl -9.703 -6.437 -2.600 0.498
Cl -10.416 -9.034 -1.474 0.511
H -8.950 -8.569 -3.257 0.026
H -8.277 -8.073 -1.686 0.010
C 7.725 10.016 0.398 -1.044
Cl 9.411 10.543 0.416 0.506
Cl 6.959 10.373 -1.156 0.493
H 7.690 8.942 0.570 -0.019
H 7.185 10.534 1.185 0.027
C -0.310 -1.850 2.989 -0.870
Cl -1.047 -0.964 1.642 0.717
Cl 1.317 -2.403 2.578 0.740
H -0.253 -1.194 3.852 0.019
H -0.929 -2.713 3.219 0.031
```

The total charge is +1. The LUMO energy is -3.9815 eV. The maximum force comes out at 0.07934 hartree/bohr. The HOMO-LUMO gap comes out at 6.66 eV.

# 2
A structure of composition C31H39CdN5O2P2 in a non-equilibrium geometry. Source: the Open Molecules 2025 dataset; level of theory: ωB97M-V/def2-TZVPD.

```
80
Properties=species:S:1:pos:R:3:lowdin_charge:R:1
Cd 2.425 0.822 -0.196 1.323
C -1.196 -2.395 0.288 -0.119
C -0.558 -2.478 -0.880 -0.114
C -1.100 -2.318 -2.274 -0.221
C -1.109 -0.901 -2.892 -0.189
C -1.642 0.229 -2.051 -0.131
C -2.461 0.125 -1.003 -0.105
C -3.226 -1.097 -0.593 -0.193
C -2.575 -1.887 0.564 -0.185
C 1.034 2.447 -0.072 -0.297
H -0.659 -2.685 1.201 0.102
H 0.523 -2.668 -0.866 0.098
H -2.102 -2.761 -2.343 0.093
H -0.430 -2.917 -2.917 0.094
H -0.083 -0.637 -3.198 0.104
H -1.702 -0.950 -3.823 0.100
H -1.316 1.221 -2.385 0.095
H -2.730 1.019 -0.425 0.111
H -3.389 -1.768 -1.444 0.097
H -4.213 -0.761 -0.230 0.115
H -2.537 -1.237 1.456 0.101
H -3.219 -2.747 0.825 0.116
H 0.840 2.614 1.000 -0.037
H 0.104 2.054 -0.531 -0.066
H 1.405 3.359 -0.560 -0.059
P -2.111 -1.376 -8.220 1.065
P -0.732 -3.953 -7.228 1.039
N -3.677 -0.624 -7.968 -0.286
N -1.847 -0.549 -9.793 -0.258
N -1.884 -4.888 -6.263 -0.260
N 0.358 -5.313 -7.509 -0.279
C -2.750 -2.987 -8.927 -0.385
C -1.663 -4.070 -8.845 -0.395
C -4.079 -0.185 -6.694 -0.149
C -5.419 0.150 -6.747 -0.100
C -5.875 -0.090 -8.087 -0.087
C -4.796 -0.573 -8.813 -0.132
C -0.787 0.351 -9.956 -0.156
C -0.713 0.723 -11.292 -0.101
C -1.760 0.033 -11.985 -0.089
C -2.441 -0.731 -11.047 -0.160
C -2.108 -4.570 -4.915 -0.142
C -3.155 -5.342 -4.441 -0.089
C -3.606 -6.159 -5.526 -0.084
C -2.817 -5.864 -6.625 -0.163
C 0.095 -6.662 -7.790 -0.128
C 1.274 -7.269 -8.206 -0.089
C 2.296 -6.259 -8.210 -0.105
C 1.714 -5.076 -7.794 -0.163
H -3.080 -2.886 -9.970 0.062
H -3.629 -3.268 -8.321 0.090
H -2.102 -5.066 -8.993 0.064
H -0.904 -3.925 -9.633 0.090
H -3.355 -0.169 -5.893 0.083
H -6.016 0.525 -5.927 0.090
H -6.872 0.072 -8.470 0.091
H -4.729 -0.891 -9.838 0.082
H -0.188 0.628 -9.100 0.092
H 0.001 1.408 -11.728 0.088
H -1.989 0.089 -13.043 0.093
H -3.285 -1.385 -11.177 0.080
H -1.487 -3.824 -4.439 0.063
H -3.553 -5.332 -3.434 0.093
H -4.412 -6.883 -5.506 0.096
H -2.841 -6.267 -7.623 0.088
H -0.893 -7.069 -7.665 0.081
H 1.391 -8.307 -8.475 0.089
H 3.331 -6.397 -8.489 0.089
H 2.111 -4.079 -7.666 0.091
O 3.366 -0.530 1.396 -0.183
C 2.387 -0.542 2.208 -0.550
C 2.471 -0.850 3.683 -0.107
C 1.108 -0.425 4.197 -0.098
C 0.298 -0.119 2.928 -0.488
O -0.901 0.127 2.904 0.036
N 1.147 -0.181 1.826 0.068
H 2.644 -1.924 3.844 0.126
H 3.291 -0.291 4.155 0.122
H 0.613 -1.198 4.799 0.120
H 1.188 0.484 4.809 0.123
```

The value obtained for the relative energy (zero: lowest compared OMol25 entry of this formula, charge and spin) is 0.0000 eV. The LUMO energy is -1.0431 eV. The maximum force comes out at 0.06642 hartree/bohr. The HOMO-LUMO gap comes out at 7.39 eV.

# 3
A structure of composition C31H39LaN5S in a non-equilibrium geometry. Source: the Open Molecules 2025 dataset; level of theory: ωB97M-V/def2-TZVPD.

```
77
Properties=species:S:1:pos:R:3:lowdin_charge:R:1
La 0.750 0.335 0.118 1.801
N -0.487 -0.788 1.851 -0.328
N -1.831 1.749 1.555 -0.061
C -0.305 0.371 -2.278 -0.372
C -1.530 0.010 -1.644 -0.276
C -1.413 -1.317 -1.201 -0.273
C -2.534 -2.101 -0.513 -0.111
H -3.293 -1.500 0.041 0.087
H -2.220 -2.815 0.382 0.017
H -2.928 -2.864 -1.212 0.067
C -0.056 -1.768 -1.476 -0.334
C 0.614 -3.104 -1.102 -0.128
H 0.361 -3.847 -1.874 0.073
H 0.197 -3.652 -0.195 -0.009
H 1.696 -3.073 -0.811 0.088
C 0.626 -0.728 -2.144 -0.438
C 2.089 -0.714 -2.550 -0.075
H 2.732 -1.374 -1.942 0.065
H 2.542 0.295 -2.557 0.069
H 2.058 -1.095 -3.579 0.085
C -2.791 0.844 -1.540 -0.041
H -3.413 0.613 -2.423 0.083
H -2.576 1.924 -1.550 0.063
H -3.383 0.622 -0.637 0.063
C 0.005 1.667 -2.974 -0.054
H 0.983 2.120 -2.716 0.071
H -0.772 2.423 -2.802 0.055
H 0.017 1.418 -4.045 0.083
C 0.433 -1.989 2.159 -0.509
H 1.428 -1.913 1.714 0.085
C -0.119 -2.879 3.122 -0.235
H 0.530 -3.708 3.302 0.068
C -1.463 -2.761 3.461 -0.184
H -1.879 -3.508 4.118 0.092
C -2.267 -1.702 3.089 -0.139
H -3.258 -1.536 3.476 0.083
C -1.787 -0.629 2.334 -0.355
C -2.457 0.552 1.926 -0.093
H -3.399 0.702 2.423 0.089
C -0.742 1.819 0.726 -0.359
C -2.216 3.058 1.821 -0.031
H -3.056 3.188 2.412 0.097
C -1.295 3.870 1.307 -0.061
H -1.154 4.899 1.336 0.105
N -0.347 3.119 0.654 -0.058
C 0.949 3.546 0.132 -0.201
C 0.987 4.342 -1.023 -0.244
C 2.237 4.754 -1.492 -0.041
H 2.285 5.356 -2.403 0.106
C 3.420 4.438 -0.816 -0.311
C 4.761 4.850 -1.360 -0.086
H 5.283 4.005 -1.827 0.065
H 5.419 5.229 -0.571 0.069
H 4.665 5.630 -2.121 0.064
C 3.339 3.726 0.381 -0.039
H 4.244 3.511 0.954 0.111
C 2.110 3.289 0.887 -0.283
C 2.013 2.665 2.249 -0.088
H 1.642 3.383 2.999 0.087
H 2.996 2.322 2.594 0.076
H 1.335 1.790 2.305 0.034
C -0.267 4.783 -1.710 -0.065
H -0.566 5.789 -1.380 0.082
H -1.125 4.127 -1.529 0.060
H -0.124 4.849 -2.798 0.082
S -0.609 -2.394 0.967 0.883
C -1.039 -4.476 1.150 -0.415
N -1.796 -5.123 0.247 -0.009
C -1.006 -6.276 -0.180 -0.199
C -0.099 -6.515 1.007 -0.188
N -0.001 -5.184 1.581 -0.046
H -2.402 -4.700 -0.452 0.102
H -0.381 -5.958 -1.033 0.098
H -1.606 -7.127 -0.477 0.099
H 0.870 -6.903 0.715 0.106
H -0.567 -7.166 1.746 0.103
H 0.944 -4.796 1.695 0.121
```

The total charge is -1. The LUMO energy (spin up / spin down) is 2.2878 / 2.2977 eV. The maximum force comes out at 0.10605 hartree/bohr. The HOMO-LUMO gap (spin up / spin down) comes out at 3.19 / 3.52 eV.